Record 1
27
Properties=species:S:1:pos:R:3:forces:R:3 method="wB97M-V/def2-TZVPD" gap_ev=9.50 e_lumo_ev=-0.2200 e_homo_ev=-9.72 total_energy_ev=-116657.833
Bi 0.32760 -0.10127 0.32310 0.0 -0.3 -0.2
O 1.29877 0.70195 4.65971 0.0 0.0 -0.1
P 1.31164 1.07462 3.11619 0.0 -0.2 0.2
O 2.59378 1.58518 2.63036 0.0 0.0 0.0
O 0.73232 -0.18850 2.40228 0.1 0.2 0.1
O 0.10998 2.15580 3.05352 0.0 0.0 -0.1
P -0.85588 2.32441 1.78288 0.0 0.0 0.0
O -1.03678 3.89372 1.79337 0.0 0.0 0.0
O -2.08551 1.52733 1.86695 0.0 0.0 0.0
O 0.04611 1.97653 0.54957 0.0 0.0 0.2
H 2.16508 0.89156 5.03966 0.0 0.0 0.0
H -1.82555 4.16568 1.30807 0.0 0.0 0.0
C 2.45357 0.20040 -0.23131 0.0 0.1 -0.1
H 3.06254 -0.28966 0.52826 0.0 0.0 0.0
H 2.66374 1.26904 -0.20519 0.0 -0.1 0.0
H 2.66821 -0.21093 -1.21864 0.0 0.0 0.0
Br -2.72894 2.80852 -1.46916 0.0 0.0 0.0
C -3.42092 1.14960 -0.85960 0.1 -0.1 0.1
C -4.70807 1.11569 -0.34670 0.0 0.0 0.0
C -5.18455 -0.10458 0.09154 0.0 0.0 0.0
C -4.36953 -1.22380 -0.00127 0.0 0.0 0.0
C -3.10080 -1.06420 -0.52266 0.0 0.0 0.0
N -2.62364 0.10841 -0.94982 0.0 0.1 0.0
H -5.30058 2.01620 -0.28540 0.0 0.0 0.0
H -6.18095 -0.17867 0.50728 0.0 0.0 0.0
H -4.70450 -2.19539 0.33379 0.0 0.0 0.0
H -2.42185 -1.90713 -0.60188 0.0 0.0 0.0

Record 2
19
Properties=species:S:1:pos:R:3:forces:R:3 method="wB97M-V/def2-TZVPD" gap_ev=9.59 e_lumo_ev=0.3558 e_homo_ev=-9.23 total_energy_ev=-81436.886 smiles="CC1=NN(C)C(=O)[C@@]1(C)Br" relative_energy_kj_mol=84.0
C -0.03192 0.84553 0.59146 0.9 -0.3 -1.2
C -0.48200 -1.38873 -0.09927 -1.3 2.0 -0.8
C -1.00167 0.12544 -0.28065 -0.8 -2.0 0.8
C -0.03698 2.27672 0.88020 -1.9 -0.6 0.2
C -0.99278 0.48822 -1.75455 -0.2 0.9 0.5
C 1.79972 -2.10301 0.71168 -0.1 -3.7 -2.3
N 0.95632 0.09964 0.89845 -0.4 -0.2 0.5
N 0.68047 -1.23761 0.53817 1.0 1.0 0.8
O -1.02129 -2.33894 -0.58625 0.1 -0.9 0.0
Br -2.87711 0.31340 0.33227 0.5 -0.3 0.3
H -0.58065 2.86059 0.20350 -1.1 0.5 -1.6
H 0.82483 2.80214 0.99210 3.2 0.7 0.3
H -0.57493 2.45115 1.77075 -0.7 0.0 1.4
H -1.05399 -0.32578 -2.45852 0.0 -0.5 0.2
H -0.11728 1.08195 -1.91338 0.7 0.3 -0.6
H -1.85438 1.12594 -1.88636 0.0 0.3 -0.5
H 1.61788 -3.03054 1.37046 0.1 1.6 -0.9
H 2.13250 -2.52431 -0.34956 -0.7 0.7 2.1
H 2.61328 -1.52181 1.03948 0.8 0.6 0.7

Record 3
17
Properties=species:S:1:pos:R:3:forces:R:3 method="wB97M-V/def2-TZVPD" gap_ev=7.69 e_lumo_ev=-0.2650 e_homo_ev=-7.95 total_energy_ev=-78450.611 relative_energy_kj_mol=581.4
C -0.37498 1.14012 -0.68919 2.5 -0.9 -0.6
C 3.00496 -0.35581 -0.77683 -1.2 -0.5 -0.6
C -0.43809 -0.15923 0.01287 -0.7 -2.2 -2.2
C 1.91657 -0.92337 0.10135 1.8 0.6 0.0
C 0.56773 -1.24407 -0.42629 0.6 0.0 -1.6
C -2.59848 1.50832 0.14669 0.1 -2.7 1.2
O -1.34345 1.92114 -0.54066 -3.0 0.8 0.1
Br 4.52020 0.03285 0.21221 0.2 0.0 0.3
H -0.30100 0.08130 1.02663 0.2 0.2 1.8
H -1.35849 -0.73411 -0.08751 -0.8 0.6 0.2
H 2.32791 -1.71023 0.68897 0.5 -0.8 0.7
H 1.75565 -0.12198 0.77465 0.3 1.0 1.3
H 0.25898 -2.24977 -0.06242 0.0 0.7 -0.4
H 0.77695 -1.27185 -1.53091 -1.2 -0.1 0.7
H -3.23059 2.35461 0.28133 -0.3 0.7 -0.4
H -2.30921 1.13935 1.16698 -0.2 0.5 -0.8
H -3.17464 0.59272 -0.29787 1.3 2.0 0.2

Record 4
17
Properties=species:S:1:pos:R:3:forces:R:3 method="wB97M-V/def2-TZVPD" gap_ev=8.20 e_lumo_ev=0.0225 e_homo_ev=-8.18 total_energy_ev=-84285.842 smiles="CC1=C[SiH2]C(Br)=C1C" relative_energy_kj_mol=23.3
C 0.61277 -1.63092 -0.02471 -3.4 4.4 -1.4
C 0.73310 -0.23833 -0.04137 -0.4 -3.2 -0.2
C -0.55342 0.52659 0.02303 -1.1 -2.4 -0.1
C -1.64624 -0.31135 0.00913 1.1 0.5 0.2
C 2.08061 0.42403 -0.09661 -2.4 1.8 -0.3
C -0.50699 1.98896 0.06828 -0.3 2.7 -0.3
Si -1.16874 -2.20626 -0.00995 0.0 1.6 0.5
Br -3.36363 0.45242 -0.02925 -0.4 -0.1 0.0
H 1.37719 -2.22379 0.16886 3.7 -2.5 0.4
H 2.28904 0.77862 -1.11667 0.2 -0.6 0.0
H 2.77755 -0.28338 0.27563 1.1 0.1 0.4
H 1.89962 1.40531 0.39948 1.2 -0.8 0.5
H 0.17446 2.30451 -0.71075 0.5 0.1 -0.4
H -0.01503 2.46611 0.98632 -1.1 -0.9 -0.9
H -1.43713 2.56849 -0.26602 0.9 -1.2 1.1
H -2.06769 -3.04982 -0.87838 0.7 0.5 -0.3
H -1.18547 -2.97118 1.24299 -0.5 0.1 0.5

Record 5
16
Properties=species:S:1:pos:R:3:forces:R:3 method="wB97M-V/def2-TZVPD" gap_ev="5.57 / 6.35" e_lumo_ev="-2.5350 / -2.1865" e_homo_ev="-8.10 / -8.54" total_energy_ev=-18885.479 relative_energy_kj_mol=379.9
C -0.82461 -0.96999 1.52176 0.7 1.3 -0.2
C -0.35159 -0.60190 0.31141 -2.5 -2.1 -2.0
C 0.88565 1.77034 0.50160 -2.6 0.1 0.6
C 1.01010 1.44949 -0.93749 0.6 -1.0 -2.9
C 0.31700 0.52271 -0.02623 3.1 2.7 0.9
C -0.59140 -1.45015 -0.91417 0.8 1.8 0.6
Cl 2.73654 -1.14600 0.65777 -0.8 0.6 -0.3
H -1.40216 -1.87839 1.64211 0.1 0.2 0.2
H -0.56478 -0.28760 2.32378 -0.3 -0.5 0.4
H 1.61846 1.64308 1.24213 1.1 0.2 0.7
H -0.00986 2.41060 0.76255 1.3 -0.1 -0.3
H 0.50789 2.05513 -1.71262 -0.5 -0.2 0.8
H 1.90847 1.05474 -1.52325 -0.8 0.4 1.7
H 0.37492 -1.60714 -1.25575 1.9 -1.1 -0.8
H -1.08205 -2.27631 -0.64405 -1.4 -3.7 1.0
H -1.12947 -1.13453 -1.76545 -0.8 1.6 -0.6

Record 6
20
Properties=species:S:1:pos:R:3:forces:R:3 method="wB97M-V/def2-TZVPD" gap_ev=6.61 e_lumo_ev=3.3413 e_homo_ev=-3.27 total_energy_ev=-37555.714 total_charge=-1
C 2.66637 1.01720 -0.29352 -0.9 -0.2 0.2
C -2.70337 -0.93026 0.29713 0.9 -0.1 -1.5
C -0.42860 0.67490 -1.14662 -1.6 0.1 -0.2
C -1.21748 -0.88782 0.69480 -0.9 -0.1 1.3
C 2.07531 -0.24349 -0.09787 0.2 -1.1 -0.6
C -0.57388 0.40101 0.30408 -0.2 0.7 0.0
O 3.02934 1.69594 0.84621 0.7 1.2 0.4
O 2.66704 1.61233 -1.36663 0.5 0.2 0.4
O -0.40462 1.24738 1.16591 0.0 0.0 -0.3
Cl 2.09317 -1.37813 -1.49264 0.1 0.4 0.4
Cl 2.42862 -1.11173 1.37180 0.1 -0.3 0.7
H -3.31338 -1.55168 0.84646 -1.0 -1.1 2.6
H -2.90039 -1.50748 -0.59650 0.7 0.4 -1.2
H -3.22381 -0.00431 0.19766 0.0 0.9 0.0
H -0.39390 -0.21877 -1.74122 0.7 -0.4 -0.2
H 0.29103 1.41688 -1.30647 1.7 0.5 -0.4
H -1.30094 1.18192 -1.55254 -0.9 0.1 0.4
H -1.09175 -0.89173 1.77427 -0.3 -0.1 0.3
H -0.75378 -1.78964 0.37018 0.7 -0.5 -0.7
H 3.05499 1.26748 1.72551 -0.4 -0.5 -1.3

Record 7
26
Properties=species:S:1:pos:R:3:forces:R:3 method="wB97M-V/def2-TZVPD" gap_ev="7.28 / 4.43" e_lumo_ev="-17.1419 / -20.6481" e_homo_ev="-24.42 / -25.08" multiplicity=10 total_energy_ev=-72068.164 s_squared=24.80 total_charge=+4 relative_energy_kj_mol=49.6
Pm -0.41427 -0.32284 -2.18366 0.7 -1.8 -3.9
Ru -0.23033 -0.64498 0.44741 -2.4 -3.2 -0.1
Cl -1.80585 -2.31196 -1.39298 0.6 1.4 0.6
Cl -1.66542 1.70100 -1.20724 -1.6 2.0 0.5
C 0.79903 0.84745 0.60798 4.0 9.0 1.9
C 0.11812 -2.11268 -4.08839 0.8 -4.3 -3.1
C 0.19613 0.81716 -4.55077 1.2 2.7 -4.6
O 1.38628 1.83938 0.84752 -2.3 -4.8 -1.2
O 0.30431 -3.00218 -4.79390 -0.8 3.9 2.9
O 0.45801 1.33436 -5.54626 -1.2 -2.4 4.4
C -1.17912 1.87175 3.38990 0.9 1.7 0.5
O -2.08538 0.82057 2.97511 0.6 -3.6 -2.3
P -1.65702 -0.53784 2.23040 -1.3 0.9 6.3
O -1.41828 -1.61818 3.40767 -0.5 1.7 -4.6
C -0.60848 -1.32119 4.56634 0.5 0.2 2.1
O 0.52596 -2.24477 0.96827 0.4 -2.4 0.9
C 1.76443 -2.05362 1.57585 0.9 0.1 0.0
H -1.22489 2.67094 2.64693 -0.1 0.0 0.2
H -0.13694 1.53560 3.49347 -0.4 -0.2 0.1
H -1.54829 2.22608 4.35936 0.0 -0.1 -0.3
H 0.36703 -0.89730 4.28570 -0.4 -0.1 -0.1
H -1.14533 -0.65072 5.24761 0.1 -0.1 -0.2
H -0.46970 -2.28779 5.05467 0.0 0.1 0.0
H 2.15535 -1.02999 1.41044 0.1 -0.4 0.2
H 1.68431 -2.25268 2.66216 0.0 -0.3 -0.2
H 2.44581 -2.79927 1.12793 0.1 -0.1 0.3

Record 8
20
Properties=species:S:1:pos:R:3:forces:R:3 method="wB97M-V/def2-TZVPD" gap_ev=8.83 e_lumo_ev=-0.0399 e_homo_ev=-8.87 total_energy_ev=-59692.496 smiles="CC1=C[SiH2]C([Si](Cl)(Cl)Cl)=C1C" relative_energy_kj_mol=75.3
C -1.66904 1.02251 0.73315 -1.4 1.9 0.9
C -1.17491 -0.19400 0.79379 1.1 -0.9 0.1
C 0.14525 -0.39360 0.09479 0.6 1.5 -0.5
C 0.60347 0.60867 -0.70589 -1.3 1.3 0.4
C -1.82522 -1.39003 1.43328 -1.6 -1.0 -2.7
C 0.79829 -1.71317 0.15254 -0.9 -2.3 -1.7
Si -0.56526 2.34496 -0.05524 0.5 -4.5 -0.9
Si 2.10037 0.81740 -1.75010 0.2 0.1 -0.4
Cl 1.77516 2.03180 -3.41398 -0.3 -0.2 0.6
Cl 3.42507 1.84045 -0.57246 0.2 0.1 0.1
Cl 3.21646 -0.71795 -2.67881 -0.7 0.3 0.8
H -2.65632 1.16248 1.22371 0.7 0.2 -0.4
H -1.67636 -2.24613 0.61373 -0.7 1.4 2.3
H -2.91831 -1.25915 1.70118 1.0 0.1 -1.0
H -1.47926 -1.65865 2.38995 1.4 -0.6 0.9
H 0.03001 -2.21052 -0.67268 2.2 0.0 2.2
H 0.85797 -2.26854 1.14799 -0.6 0.8 -1.4
H 1.81434 -1.74735 -0.29629 -0.8 0.2 0.2
H -1.32359 3.23433 -0.91367 0.2 0.4 -0.3
H 0.52188 2.73647 0.77502 0.4 1.1 0.7

Copy entry 3 word for word.
17
Properties=species:S:1:pos:R:3:forces:R:3 method="wB97M-V/def2-TZVPD" gap_ev=7.69 e_lumo_ev=-0.2650 e_homo_ev=-7.95 total_energy_ev=-78450.611 relative_energy_kj_mol=581.4
C -0.37498 1.14012 -0.68919 2.5 -0.9 -0.6
C 3.00496 -0.35581 -0.77683 -1.2 -0.5 -0.6
C -0.43809 -0.15923 0.01287 -0.7 -2.2 -2.2
C 1.91657 -0.92337 0.10135 1.8 0.6 0.0
C 0.56773 -1.24407 -0.42629 0.6 0.0 -1.6
C -2.59848 1.50832 0.14669 0.1 -2.7 1.2
O -1.34345 1.92114 -0.54066 -3.0 0.8 0.1
Br 4.52020 0.03285 0.21221 0.2 0.0 0.3
H -0.30100 0.08130 1.02663 0.2 0.2 1.8
H -1.35849 -0.73411 -0.08751 -0.8 0.6 0.2
H 2.32791 -1.71023 0.68897 0.5 -0.8 0.7
H 1.75565 -0.12198 0.77465 0.3 1.0 1.3
H 0.25898 -2.24977 -0.06242 0.0 0.7 -0.4
H 0.77695 -1.27185 -1.53091 -1.2 -0.1 0.7
H -3.23059 2.35461 0.28133 -0.3 0.7 -0.4
H -2.30921 1.13935 1.16698 -0.2 0.5 -0.8
H -3.17464 0.59272 -0.29787 1.3 2.0 0.2